{"formula": "C12H18N6", "method": "ωB97M-V/def2-TZVPD", "elements": ["C", "C", "N", "H", "H", "H", "C", "C", "N", "H", "H", "H", "C", "C", "N", "H", "H", "H", "C", "C", "N", "H", "H", "H", "C", "C", "N", "H", "H", "H", "C", "C", "N", "H", "H", "H"], "positions_angstrom": [[-0.257, 8.723, 2.554], [0.579, 7.725, 1.767], [1.176, 6.944, 1.154], [0.311, 9.613, 2.826], [-0.538, 8.293, 3.515], [-1.138, 9.126, 2.053], [-0.456, 0.817, 0.807], [-1.510, 1.707, 0.349], [-2.389, 2.399, 0.084], [0.430, 1.347, 0.458], [-0.620, -0.172, 0.378], [-0.474, 0.652, 1.885], [-9.959, 1.816, 0.784], [-10.263, 0.546, 0.153], [-10.496, -0.428, -0.446], [-10.496, 2.647, 0.326], [-8.904, 2.082, 0.858], [-10.185, 1.755, 1.849], [3.389, -8.841, -2.396], [2.940, -7.502, -2.109], [2.587, -6.439, -1.844], [3.261, -9.375, -1.454], [4.453, -8.885, -2.627], [2.934, -9.347, -3.248], [5.923, -1.604, 4.173], [5.619, -2.015, 5.495], [5.408, -2.257, 6.577], [5.736, -2.440, 3.499], [6.994, -1.411, 4.243], [5.323, -0.713, 3.992], [2.156, -0.492, -5.846], [0.975, -1.343, -6.163], [0.145, -2.029, -6.385], [2.018, 0.469, -6.343], [3.038, -1.064, -6.135], [2.292, -0.305, -4.781]], "atomic_forces_ev_per_a": [[0.936, -0.362, -0.004], [-0.672, 0.466, 0.018], [-0.621, 0.944, 0.791], [0.447, -0.165, -0.249], [-0.150, -0.264, -0.217], [0.068, -0.632, -0.341], [-0.191, 0.148, -0.362], [-1.127, 0.049, 0.651], [0.300, -0.065, -0.179], [0.536, -0.771, 0.276], [0.413, 0.137, -0.366], [0.052, 0.511, -0.017], [0.227, 0.422, 1.081], [-0.119, -1.845, -1.747], [0.411, 1.936, 1.417], [-0.062, -0.188, 0.035], [0.169, -0.353, -0.776], [-0.622, 0.026, -0.011], [0.749, -0.728, 0.237], [-0.308, 1.033, -0.357], [0.155, -0.452, -0.083], [-0.140, -0.489, -0.263], [0.108, 0.394, 0.168], [-0.560, 0.251, 0.305], [0.440, -0.092, -0.291], [-0.196, 0.070, -0.430], [-0.481, -0.663, 2.277], [-0.060, 0.370, -0.280], [0.012, 0.381, -0.718], [0.286, -0.067, -0.560], [-0.692, -0.577, -0.030], [6.059, 4.704, 2.093], [-5.382, -4.278, -1.519], [0.452, -0.161, -0.147], [0.054, 0.423, -0.430], [-0.494, -0.113, 0.030]], "gap_ev": 12.03, "e_lumo_ev": 0.52, "relative_energy_ev": 1.565, "fmax_ev_per_a": 7.95, "e_homo_ha": -0.4230, "e_tot_ev": -21673.2906, "smiles": "CC#N.CC#N.CC#N.CC#N.CC#N.CC#N"}

=====

{"formula": "C6H7N", "method": "ωB97M-V/def2-TZVPD", "elements": ["C", "C", "C", "C", "C", "N", "C", "H", "H", "H", "H", "H", "H", "H"], "positions_angstrom": [[2.038, 0.185, -0.169], [0.691, 0.847, -0.398], [-0.637, -0.414, -0.778], [-1.557, 0.568, 0.007], [-1.689, -0.819, 0.381], [-0.327, -0.900, 0.701], [-0.228, 0.650, 0.779], [2.702, 1.008, 0.136], [2.456, -0.198, -1.105], [2.110, -0.604, 0.596], [-0.779, -1.045, -1.652], [-2.245, 1.302, -0.401], [-2.361, -1.648, 0.190], [-0.118, 1.075, 1.782]], "atomic_forces_ev_per_a": [[0.040, -0.015, -0.096], [0.069, -0.106, 0.134], [0.328, -0.140, -0.741], [-0.253, 0.176, 0.067], [-0.172, -0.116, 0.181], [-0.092, -0.264, 0.227], [0.140, 0.351, 0.234], [-0.128, -0.067, -0.035], [-0.050, 0.089, 0.095], [-0.115, 0.118, -0.127], [-0.039, 0.015, 0.252], [0.163, -0.114, 0.040], [0.105, 0.135, -0.107], [0.003, -0.064, -0.123]], "gap_ev": 7.82, "e_lumo_ev": 0.74, "relative_energy_ev": 8.677, "fmax_ev_per_a": 0.82, "e_homo_ha": -0.2602, "e_tot_ev": -7816.9707}

=====

{"formula": "C4H10O2", "method": "ωB97M-V/def2-TZVPD", "elements": ["H", "H", "C", "C", "O", "C", "H", "H", "H", "H", "H", "H", "C", "O", "H", "H"], "positions_angstrom": [[0.911, 0.685, 1.386], [0.256, 0.920, 1.653], [-0.810, -1.368, -0.138], [0.395, -0.834, -0.329], [0.636, 0.042, -1.326], [1.927, 0.624, -1.334], [-1.606, -1.185, -0.849], [-0.976, -2.048, 0.686], [1.244, -1.095, 0.301], [2.704, -0.145, -1.239], [2.029, 1.127, -2.297], [2.040, 1.358, -0.526], [-2.173, 0.467, 0.990], [-1.615, 0.934, 1.955], [-2.115, 0.921, -0.017], [-2.844, -0.405, 1.084]], "atomic_forces_ev_per_a": [[0.157, 0.210, 0.222], [0.380, 0.105, 0.037], [0.302, -0.337, -0.311], [-0.164, -0.387, 0.012], [-0.126, -0.090, -0.045], [0.272, 0.123, -0.040], [0.021, -0.009, 0.090], [0.085, -0.051, -0.160], [-0.113, 0.110, -0.085], [-0.088, 0.114, -0.043], [0.043, -0.061, 0.149], [-0.055, -0.137, -0.130], [-0.225, 0.344, 0.414], [-0.571, -0.048, -0.284], [0.062, 0.047, 0.185], [0.020, 0.066, -0.011]], "gap_ev": 9.89, "e_lumo_ev": 0.92, "relative_energy_ev": 3.804, "fmax_ev_per_a": 0.64, "e_homo_ha": -0.3294, "e_tot_ev": -8401.7427, "smiles": "[H][H].C=COC.C=O"}

=====

{"formula": "C2H2ClOP", "method": "ωB97M-V/def2-TZVPD", "elements": ["O", "C", "C", "P", "H", "Cl", "H"], "positions_angstrom": [[1.420, 0.560, 0.269], [0.974, -0.492, -0.128], [-0.256, -1.016, 0.227], [-1.665, -1.622, 0.039], [1.525, -1.038, -0.988], [-1.666, 1.927, 0.090], [-0.333, 1.680, 0.490]], "atomic_forces_ev_per_a": [[0.141, 0.486, 0.366], [2.350, 0.457, -1.854], [-2.613, -1.880, -0.279], [0.698, 0.308, 0.507], [-0.621, 0.371, 1.256], [2.447, -0.140, 0.770], [-2.402, 0.398, -0.766]], "gap_ev": 9.01, "e_lumo_ev": -1.37, "relative_energy_ev": 1.177, "fmax_ev_per_a": 3.23, "e_homo_ha": -0.3815, "e_tot_ev": -25962.4969, "smiles": "O=CC#P.Cl"}